<one>
{
  "formula": "C5H14N2",
  "method": "ωB97M-V with the def2-TZVPD basis set",
  "elements": ["C", "C", "N", "C", "C", "N", "C", "H", "H", "H", "H", "H", "H", "H", "H", "H", "H", "H", "H", "H", "H"],
  "coordinates": [[2.67, 1.49, -1.16], [1.30, 0.82, -1.27], [1.02, -0.22, -0.31], [0.35, 0.19, 0.91], [-1.18, 0.34, 0.77], [-1.73, -0.86, 0.13], [-2.59, -1.60, 1.00], [2.68, 2.27, -0.41], [2.94, 1.89, -2.14], [3.40, 0.72, -0.88], [1.15, 0.42, -2.28], [0.43, 1.47, -1.19], [1.54, -1.07, -0.20], [0.75, 1.15, 1.24], [0.44, -0.55, 1.70], [-1.51, 0.35, 1.81], [-1.48, 1.28, 0.30], [-0.92, -1.31, -0.28], [-2.12, -1.86, 1.97], [-3.44, -0.97, 1.25], [-2.93, -2.54, 0.56]],
  "mulliken_charge": [-1.05, -0.51, -0.22, -0.80, -0.60, -0.32, -0.87, 0.28, 0.37, 0.27, 0.41, 0.23, 0.19, 0.27, 0.48, 0.35, 0.30, 0.29, 0.30, 0.30, 0.32],
  "charge": 0,
  "lumo_ev": 1.1,
  "smiles": "CCNCCNC",
  "gap_ev": 9.291
}

<two>
{
  "formula": "C5H14N2",
  "method": "ωB97M-V with the def2-TZVPD basis set",
  "elements": ["C", "C", "N", "C", "C", "C", "N", "H", "H", "H", "H", "H", "H", "H", "H", "H", "H", "H", "H", "H", "H"],
  "coordinates": [[1.73, 0.22, -2.43], [0.68, 0.58, -1.30], [0.53, -0.48, -0.33], [-0.66, -0.17, 0.54], [-1.80, -1.16, 0.14], [-0.30, -0.22, 2.01], [-0.13, 1.11, 2.62], [1.05, 0.20, -3.28], [2.30, -0.65, -2.11], [2.40, 1.03, -2.66], [1.08, 1.47, -0.78], [-0.16, 1.06, -1.84], [0.41, -1.37, -0.78], [-1.07, 0.81, 0.27], [-1.80, -1.24, -0.95], [-1.77, -2.06, 0.73], [-2.79, -0.75, 0.40], [-1.07, -0.73, 2.58], [0.64, -0.77, 2.14], [0.79, 1.21, 3.04], [-0.06, 1.91, 1.99]],
  "mulliken_charge": [-1.10, -0.37, -0.45, 0.54, -1.62, -0.61, -0.67, 0.28, 0.35, 0.30, 0.28, 0.33, 0.26, 0.27, 0.46, 0.36, 0.38, 0.22, 0.31, 0.25, 0.25],
  "charge": 0,
  "lumo_ev": 1.1,
  "smiles": "CCN[C@@H](C)CN",
  "gap_ev": 9.870
}

In kcal/mol, relative to the most stable structure: <one> 0.0; <two> 5.6.

<one>
{
  "formula": "C4H11N2S",
  "method": "ωB97M-V with the def2-TZVPD basis set",
  "elements": ["C", "C", "N", "C", "N", "C", "S", "H", "H", "H", "H", "H", "H", "H", "H", "H", "H", "H"],
  "coordinates": [[-0.30, -0.27, 1.88], [0.07, -0.43, 0.62], [1.50, -0.61, 0.08], [1.87, 0.25, -1.04], [-0.86, -0.44, -0.53], [-1.89, 0.68, -0.41], [-1.25, 2.40, -0.48], [-1.32, -0.17, 2.14], [0.33, -0.39, 2.73], [2.25, -0.44, 0.87], [1.90, 1.34, -0.91], [2.87, -0.11, -1.22], [1.18, 0.16, -1.95], [-1.31, -1.31, -0.46], [-0.28, -0.48, -1.27], [-2.23, 0.64, -1.48], [-2.65, 0.47, 0.43], [-2.05, 2.70, -1.48]],
  "mulliken_charge": [-1.06, 0.53, -0.36, -0.87, 0.13, -0.62, -0.10, 0.22, 0.32, 0.33, 0.29, 0.36, 0.29, 0.34, 0.20, 0.45, 0.37, 0.19],
  "charge": 1,
  "lumo_ev": -3.3,
  "smiles": "C=C(NC)[NH2+]CS",
  "gap_ev": 10.062
}

<two>
{
  "formula": "C4H11N2S",
  "method": "ωB97M-V with the def2-TZVPD basis set",
  "elements": ["C", "C", "S", "N", "C", "N", "C", "H", "H", "H", "H", "H", "H", "H", "H", "H", "H", "H"],
  "coordinates": [[0.30, 2.10, -0.50], [0.43, 0.80, 0.37], [2.59, 0.36, 0.46], [2.19, -0.83, -0.63], [1.14, -1.56, -0.18], [-0.12, -0.43, -0.11], [-1.17, -0.80, 0.81], [0.67, 1.98, -1.50], [0.92, 2.77, 0.03], [-0.57, 2.55, -0.33], [0.17, 1.02, 1.35], [2.25, -0.67, -1.65], [0.76, -2.32, -0.92], [1.28, -1.88, 0.83], [-0.33, -0.50, -1.13], [-2.03, -0.10, 0.83], [-1.59, -1.73, 0.41], [-0.60, -0.96, 1.82]],
  "mulliken_charge": [-1.25, -0.39, 0.06, -0.24, -0.55, -0.05, -0.90, 0.36, 0.42, 0.44, 0.50, 0.32, 0.36, 0.41, 0.46, 0.32, 0.34, 0.39],
  "charge": 1,
  "lumo_ev": -3.8,
  "smiles": "C[C@@H]1SNC[N@H+]1C",
  "gap_ev": 9.593
}

<three>
{
  "formula": "C4H11N2S",
  "method": "ωB97M-V with the def2-TZVPD basis set",
  "elements": ["C", "S", "C", "N", "C", "C", "N", "H", "H", "H", "H", "H", "H", "H", "H", "H", "H", "H"],
  "coordinates": [[-1.41, -1.50, -1.06], [-0.66, -0.21, -0.24], [-0.88, -0.67, 1.50], [-0.90, 1.65, 0.15], [1.11, -0.36, -0.73], [1.98, 0.90, -0.58], [2.02, -0.22, 0.39], [-2.42, -1.60, -0.66], [-1.56, -1.53, -2.14], [-1.86, -0.31, 1.58], [-0.86, -1.70, 1.52], [-0.05, -0.23, 1.96], [-1.15, 1.87, -0.78], [-1.64, 1.86, 0.72], [1.13, -1.16, -1.55], [2.85, 1.24, -1.18], [1.46, 1.75, -0.13], [2.79, -0.87, 0.58]],
  "mulliken_charge": [-0.90, 0.78, -1.21, -0.66, -0.19, -0.26, -0.44, 0.33, 0.38, 0.51, 0.44, 0.42, 0.30, 0.28, 0.44, 0.29, 0.25, 0.25],
  "charge": 1,
  "lumo_ev": -4.6,
  "smiles": "C=[S@](C)(=[NH2+])[C@H]1CN1",
  "gap_ev": 8.951
}

In kcal/mol, relative to the most stable structure: <one> 9.9; <two> 0.0; <three> 83.0.

<one>
{
  "formula": "C38H56BrIN5O2SSi2Sr",
  "method": "ωB97M-V with the def2-TZVPD basis set",
  "elements": ["Sr", "N", "C", "C", "C", "C", "C", "C", "C", "C", "C", "C", "C", "C", "H", "H", "H", "H", "H", "H", "H", "H", "H", "H", "N", "N", "C", "O", "O", "H", "H", "H", "C", "Si", "C", "C", "C", "C", "C", "C", "N", "C", "S", "H", "H", "H", "H", "H", "H", "H", "H", "H", "H", "H", "H", "C", "C", "C", "C", "Si", "Br", "C", "C", "C", "C", "C", "C", "C", "C", "H", "H", "H", "H", "H", "H", "H", "H", "H", "H", "H", "H", "H", "H", "H", "H", "H", "H", "H", "H", "H", "H", "H", "H", "H", "H", "H", "I", "C", "C", "C", "C", "C", "N", "H", "H", "H", "H"],
  "coordinates": [[-1.36, 0.89, -2.06], [-3.38, 2.77, -1.53], [-3.38, 4.15, -1.74], [-4.06, 4.72, -2.83], [-4.12, 6.10, -3.01], [-3.49, 6.92, -2.05], [-2.57, 6.34, -1.15], [-2.51, 4.98, -0.97], [-1.59, 4.33, 0.01], [-1.14, 5.13, 1.07], [-0.24, 4.69, 2.00], [0.13, 3.33, 1.99], [-0.23, 2.52, 0.89], [-1.12, 3.00, -0.03], [-4.30, 2.29, -1.62], [-3.00, 2.55, -0.59], [-4.56, 4.06, -3.51], [-4.75, 6.58, -3.78], [-3.57, 8.02, -2.08], [-1.85, 6.98, -0.63], [-1.48, 6.18, 1.20], [0.17, 5.36, 2.74], [0.73, 2.88, 2.82], [0.28, 1.54, 0.71], [0.37, -0.15, -3.87], [1.42, -0.71, -3.19], [1.59, -0.61, -1.80], [2.55, -1.27, -1.33], [0.66, -0.02, -1.14], [-0.16, -0.87, -4.42], [0.71, 0.64, -4.46], [1.96, -1.45, -3.66], [-5.87, -4.86, -0.18], [-5.28, -3.37, -1.24], [-4.83, -4.11, -2.90], [-6.56, -2.02, -1.52], [-3.94, -2.43, -0.31], [-3.86, -2.42, 1.06], [-3.19, -1.38, 1.76], [-2.55, -0.42, 0.97], [-2.62, -0.35, -0.37], [-3.32, -1.34, -1.02], [-3.50, -1.13, -2.68], [-6.39, -5.61, -0.80], [-6.58, -4.50, 0.57], [-5.16, -5.37, 0.44], [-5.21, -5.13, -2.95], [-3.72, -4.12, -2.96], [-5.21, -3.48, -3.73], [-6.86, -2.15, -2.61], [-6.14, -0.98, -1.46], [-7.44, -2.11, -0.85], [-4.35, -3.22, 1.62], [-3.14, -1.44, 2.85], [-2.07, 0.44, 1.41], [3.59, -3.98, 0.96], [4.53, -2.88, 1.52], [5.19, -2.26, 0.31], [5.58, -3.72, 2.34], [3.60, -1.64, 2.78], [1.55, -1.42, 1.88], [3.19, -2.23, 4.57], [4.52, -2.34, 5.36], [2.26, -1.28, 5.22], [2.50, -3.61, 4.60], [4.30, 0.14, 2.65], [3.43, 1.22, 3.32], [4.56, 0.55, 1.21], [5.64, 0.12, 3.40], [4.17, -4.81, 0.50], [2.87, -3.67, 0.16], [2.91, -4.39, 1.72], [5.53, -3.14, -0.30], [6.05, -1.69, 0.63], [4.46, -1.77, -0.31], [6.21, -4.26, 1.64], [5.07, -4.46, 2.96], [6.26, -3.07, 2.96], [5.06, -1.37, 5.48], [5.17, -3.10, 4.91], [4.21, -2.68, 6.39], [2.77, -0.31, 5.45], [1.92, -1.60, 6.23], [1.37, -1.15, 4.61], [3.08, -4.38, 4.09], [1.56, -3.60, 4.04], [2.27, -3.87, 5.66], [2.49, 1.35, 2.79], [3.95, 2.21, 3.29], [3.24, 0.93, 4.35], [3.78, 0.23, 0.51], [5.53, 0.20, 0.84], [4.55, 1.65, 1.16], [5.55, -0.01, 4.51], [6.08, 1.12, 3.18], [6.35, -0.62, 3.03], [0.49, 3.51, -3.41], [-0.89, 2.99, -4.99], [-0.82, 3.68, -6.22], [-1.62, 3.19, -7.28], [-2.40, 2.06, -7.05], [-2.37, 1.45, -5.81], [-1.55, 1.86, -4.85], [-0.22, 4.59, -6.31], [-1.55, 3.68, -8.23], [-2.89, 1.66, -7.88], [-2.99, 0.56, -5.62]],
  "mulliken_charge": [1.87, 0.06, -0.13, -0.42, -0.64, -0.70, -0.74, 0.76, -0.30, -0.83, -0.86, -0.46, -1.15, 1.37, 0.16, 0.24, 0.42, 0.34, 0.33, 0.39, 0.25, 0.39, 0.26, 0.47, -0.20, -0.27, -0.03, -0.86, -0.40, 0.18, 0.19, 0.22, -1.29, 0.49, -1.05, -0.86, 0.11, -0.09, -1.26, -0.45, -0.07, 0.03, -0.47, 0.31, 0.35, 0.38, 0.36, 0.25, 0.26, 0.22, 0.20, 0.31, 0.33, 0.43, 0.45, -1.72, 2.79, -2.12, -1.88, -0.11, -0.42, 2.08, -1.52, -2.02, -1.76, 2.57, -1.85, -1.90, -1.82, 0.48, 0.15, 0.30, 0.64, 0.29, 0.39, 0.57, 0.34, 0.29, 0.23, 0.24, 0.51, 0.41, 0.53, 0.33, 0.28, 0.29, 0.50, 0.14, 0.57, 0.14, 0.11, 0.27, 0.61, 0.28, 0.55, 0.28, 0.13, -0.11, -0.50, -0.29, -0.73, -0.48, 0.38, 0.37, 0.40, 0.47, 0.44],
  "charge": -1,
  "lumo_ev": 1.9,
  "gap_ev": 5.660
}

<two>
{
  "formula": "C38H56BrIN5O2SSi2Sr",
  "method": "ωB97M-V with the def2-TZVPD basis set",
  "elements": ["Sr", "N", "C", "C", "C", "C", "C", "C", "C", "C", "C", "C", "C", "C", "H", "H", "H", "H", "H", "H", "H", "H", "H", "H", "N", "N", "C", "O", "O", "H", "H", "H", "C", "Si", "C", "C", "C", "C", "C", "C", "N", "C", "S", "H", "H", "H", "H", "H", "H", "H", "H", "H", "H", "H", "H", "C", "C", "C", "C", "Si", "Br", "C", "C", "C", "C", "C", "C", "C", "C", "H", "H", "H", "H", "H", "H", "H", "H", "H", "H", "H", "H", "H", "H", "H", "H", "H", "H", "H", "H", "H", "H", "H", "H", "H", "H", "H", "I", "C", "C", "C", "C", "C", "N", "H", "H", "H", "H"],
  "coordinates": [[1.62, 1.46, -0.82], [0.66, -0.20, -2.49], [1.16, -0.90, -3.55], [1.58, -2.23, -3.27], [2.02, -3.06, -4.23], [2.17, -2.65, -5.61], [1.86, -1.33, -5.98], [1.21, -0.51, -4.96], [0.55, 0.75, -5.27], [1.23, 1.77, -5.88], [0.56, 2.97, -6.17], [-0.73, 3.21, -5.75], [-1.39, 2.22, -5.05], [-0.78, 1.08, -4.75], [-1.33, 0.25, -4.30], [-0.07, 0.45, -2.84], [1.64, -2.45, -2.20], [2.30, -4.09, -4.04], [2.59, -3.37, -6.32], [2.06, -0.97, -7.01], [2.18, 1.52, -6.39], [1.05, 3.74, -6.76], [-1.25, 4.18, -5.80], [-2.41, 2.36, -4.83], [0.70, 4.21, 0.21], [-0.63, 3.93, 0.47], [-1.22, 2.85, -0.23], [-2.30, 2.47, 0.21], [-0.58, 2.40, -1.23], [1.43, 4.03, 0.95], [0.93, 5.06, -0.26], [-1.17, 4.40, 1.19], [1.87, -0.82, 5.15], [3.51, 0.02, 4.76], [4.86, -0.75, 5.76], [3.18, 1.84, 5.11], [3.84, -0.29, 2.94], [4.84, -1.21, 2.51], [4.91, -1.66, 1.17], [4.05, -1.15, 0.22], [3.12, -0.25, 0.58], [3.00, 0.22, 1.84], [1.54, 1.10, 2.18], [1.63, -0.58, 6.16], [1.87, -1.90, 4.92], [1.10, -0.23, 4.60], [4.46, -0.94, 6.80], [5.65, -0.04, 5.94], [5.27, -1.72, 5.36], [3.23, 2.18, 6.13], [2.17, 2.05, 4.70], [3.88, 2.49, 4.58], [5.61, -1.50, 3.19], [5.60, -2.47, 0.88], [4.09, -1.52, -0.81], [-4.65, -1.12, 3.83], [-3.95, -0.34, 2.68], [-2.86, 0.58, 3.29], [-4.94, 0.67, 1.97], [-3.01, -1.54, 1.44], [-0.92, -0.83, 0.84], [-3.77, -1.45, -0.31], [-5.21, -2.01, -0.28], [-2.96, -2.26, -1.34], [-3.82, 0.00, -0.83], [-2.63, -3.32, 2.15], [-1.70, -3.09, 3.35], [-1.97, -4.24, 1.13], [-3.91, -3.95, 2.75], [-5.06, -0.36, 4.56], [-4.05, -1.95, 4.26], [-5.52, -1.67, 3.45], [-3.27, 1.32, 3.99], [-2.29, 1.06, 2.48], [-2.13, -0.01, 3.81], [-5.46, 1.16, 2.82], [-5.75, 0.14, 1.38], [-4.41, 1.40, 1.37], [-5.33, -3.02, 0.09], [-5.49, -2.02, -1.32], [-5.94, -1.37, 0.28], [-3.18, -3.36, -1.26], [-1.92, -2.12, -1.19], [-3.28, -2.04, -2.30], [-4.89, 0.35, -0.69], [-3.59, -0.04, -1.90], [-3.15, 0.72, -0.40], [-0.65, -3.05, 3.02], [-1.80, -3.89, 4.10], [-1.87, -2.18, 3.92], [-0.96, -3.92, 0.77], [-2.69, -4.45, 0.37], [-1.86, -5.26, 1.60], [-4.91, -3.85, 2.26], [-4.10, -3.58, 3.75], [-3.74, -4.99, 2.86], [4.77, 3.73, 0.32], [3.92, 3.92, -1.72], [4.29, 4.98, -2.48], [4.26, 4.93, -3.91], [3.88, 3.71, -4.46], [3.52, 2.67, -3.63], [3.37, 2.83, -2.31], [4.91, 5.79, -2.11], [4.58, 5.79, -4.55], [3.85, 3.49, -5.58], [3.38, 1.67, -3.99]],
  "mulliken_charge": [1.63, -0.52, 0.17, -0.82, -0.58, -0.72, -0.47, 0.46, 0.92, -0.54, -0.65, -0.50, -0.54, -0.79, 0.66, 0.04, 0.44, 0.38, 0.32, 0.32, 0.42, 0.38, 0.31, 0.46, -0.25, -0.19, 0.17, -0.75, -0.68, 0.20, 0.15, 0.19, -0.73, 0.23, -1.09, -0.95, 0.38, -0.24, -1.01, -0.58, -0.05, 0.10, -0.29, 0.46, 0.26, -0.07, 0.29, 0.33, 0.27, 0.39, 0.18, 0.31, 0.36, 0.33, 0.49, -1.77, 2.67, -1.85, -1.66, -1.16, -0.02, 2.70, -1.65, -2.22, -1.43, 2.69, -1.97, -1.96, -1.96, 0.48, 0.16, 0.39, 0.44, 0.25, 0.33, 0.57, 0.17, 0.33, 0.32, 0.58, 0.24, 0.20, 0.36, 0.79, 0.28, 0.40, -0.04, 0.43, 0.36, 0.30, 0.21, 0.53, 0.51, 0.11, 0.54, 0.55, 0.07, -0.28, -0.39, -0.33, -0.30, -0.54, 0.09, 0.36, 0.37, 0.30, 0.50],
  "charge": -1,
  "lumo_ev": 1.1,
  "gap_ev": 4.880
}

In kcal/mol, relative to the most stable structure: <one> 0.0; <two> 18.5.